Entry 1:
ORCA calculation (ωB97M-V/def2-TZVPD) on a cluster of 2 separate species, C2H2Cl3NO in total in a non-equilibrium geometry.

Structure (XYZ):
```
9
Properties=species:S:1:pos:R:3:forces:R:3
C -0.847456 0.486462 1.700842 -0.869 0.172 -0.155
N -2.005702 0.585019 1.632771 3.100 -0.513 0.577
O -3.177695 0.632063 1.617521 -1.750 0.251 -0.307
H 0.204760 0.389450 1.888337 -0.475 0.084 -0.049
Cl -0.453703 -0.384950 -1.968381 0.439 -0.305 0.372
C 1.167083 -0.401643 -1.204454 0.083 0.494 -2.160
Cl 1.798451 -2.041020 -0.985211 -0.334 0.828 0.185
Cl 2.277353 0.550939 -2.372826 -0.716 -0.789 1.281
H 1.036909 0.183680 -0.308597 0.522 -0.221 0.256
```
Positions in Å, forces in eV/Å.

largest force on an atom: 0.0621 hartree/bohr
energy above the lowest of the compared OMol25 structures with the same formula, charge and spin: 3.2037 eV
multiplicity: 1
Kohn-Sham gap: 10.70 eV
SMILES: C#[N+][O-].ClC(Cl)Cl

Results of the natural (NBO) charge analysis, in e, for atoms 1 through 8: atom 1 (C): -0.11, atom 2 (N): 0.24, atom 3 (O): -0.38, atom 4 (H): 0.25, atom 5 (Cl): 0.01, atom 6 (C): -0.24, atom 7 (Cl): 0.04, atom 8 (Cl): -0.04

Entry 2:
ORCA calculation (ωB97M-V/def2-TZVPD) on a structure of composition C36H44BrN5NiO3S.

Structure (XYZ):
```
91
Properties=species:S:1:pos:R:3:forces:R:3
Ni -0.282350 -0.023412 0.025279 0.510 0.104 -0.013
O -1.846664 2.853179 -2.713499 -0.067 0.067 0.014
C -1.490877 4.006194 -2.077644 -0.070 -0.206 -0.132
C -1.896413 5.214154 -2.631638 -0.047 0.044 -0.073
C -1.550120 6.409830 -2.028549 -0.014 -0.012 -0.023
C -0.779229 6.422013 -0.871350 -0.007 0.034 -0.007
C -0.372705 5.218383 -0.328519 0.028 -0.045 0.035
C -0.733404 4.002857 -0.907794 0.082 0.096 0.031
C -0.330814 2.728231 -0.221142 -0.037 -0.016 0.036
O -0.324441 1.602502 -1.019314 0.286 0.064 0.200
N -1.301836 2.484004 0.877173 -0.167 0.016 -0.137
N -1.140667 1.280968 1.475887 -0.062 -0.270 0.207
C -1.482924 1.126320 2.700492 0.008 -0.041 -0.060
C -1.503127 -0.161929 3.377892 0.091 0.015 -0.143
Br -1.429885 -1.693173 2.230001 0.016 -0.130 0.054
C -1.667731 -0.343848 4.686188 -0.001 0.148 0.113
C -1.748877 0.789522 5.638225 0.021 -0.138 -0.056
C -2.894014 0.956303 6.415161 0.027 -0.023 0.078
C -2.978730 2.018746 7.301484 -0.012 -0.026 -0.012
C -1.917958 2.906036 7.431863 0.013 -0.007 -0.009
C -0.770034 2.733370 6.671940 0.004 -0.001 -0.009
C -0.685624 1.679479 5.772978 -0.028 0.078 -0.008
H -1.355612 2.125586 -2.274533 -0.018 0.142 -0.013
H -2.479513 5.191976 -3.543824 0.013 0.012 0.030
H -1.872647 7.342621 -2.472368 0.003 -0.014 0.001
H -0.491419 7.357105 -0.410930 -0.007 -0.015 -0.010
H 0.249632 5.213865 0.563023 -0.017 -0.003 -0.026
H 0.662487 2.892335 0.240662 0.037 -0.047 0.014
H -1.477942 3.266743 1.500570 0.057 0.008 -0.006
H -1.812388 1.975759 3.296282 -0.021 0.004 -0.008
H -1.752019 -1.352367 5.076581 -0.101 0.021 -0.006
H -3.717157 0.257781 6.323845 0.012 0.010 0.003
H -3.871415 2.149628 7.898702 0.014 -0.002 -0.011
H -1.983086 3.726113 8.134383 0.001 -0.007 -0.009
H 0.063583 3.413935 6.784994 -0.011 -0.007 0.000
H 0.217223 1.532185 5.191025 -0.006 -0.005 0.014
N 0.813035 -3.236098 -0.136360 0.102 0.162 0.032
C 2.324155 -3.120533 -0.261373 -0.014 0.057 -0.028
C 2.915999 -2.338893 0.914223 -0.119 0.022 0.030
C 2.877290 -0.805129 0.836256 -0.124 -0.018 -0.048
N 1.564964 -0.215938 1.244001 -0.129 0.195 -0.047
C 3.285398 -0.317267 -0.551668 0.028 0.004 0.002
C 2.516371 -0.987278 -1.686726 -0.058 0.054 0.055
N 1.108282 -0.544543 -1.636261 -0.181 -0.300 -0.093
C 2.670927 -2.507741 -1.612657 -0.065 0.033 -0.016
H 0.535076 -3.717238 0.720292 0.006 0.018 0.017
H 0.387767 -3.715748 -0.932336 0.107 -0.073 0.005
H 0.408685 -2.297304 -0.130405 -0.255 0.131 -0.059
H 2.677094 -4.149376 -0.216372 0.034 -0.020 -0.016
H 3.974377 -2.606810 0.935521 -0.004 -0.054 0.004
H 2.509489 -2.700752 1.864664 -0.023 0.037 -0.015
H 3.624464 -0.452209 1.549133 0.046 -0.005 0.005
H 1.707587 0.791326 1.319559 0.057 -0.011 0.048
H 1.337985 -0.511529 2.191788 -0.002 -0.035 -0.021
H 4.350388 -0.520705 -0.682747 0.008 0.009 0.001
H 3.173903 0.768993 -0.615730 -0.015 -0.017 0.002
H 2.964464 -0.675866 -2.633047 0.006 0.030 -0.024
H 0.541497 -0.957473 -2.378373 0.101 -0.086 -0.042
H 1.064449 0.459789 -1.831948 -0.009 0.006 0.042
H 3.720272 -2.738876 -1.806415 -0.005 -0.029 0.007
H 2.107644 -3.002560 -2.410980 -0.006 0.039 -0.004
O -1.513740 -1.241316 -1.017613 -0.260 -0.004 0.059
S -3.065944 -1.265929 -1.067194 0.154 -0.021 0.110
C -3.615357 0.459378 -1.156890 0.059 0.024 -0.079
C -5.034333 0.566387 -0.675290 -0.009 -0.045 -0.033
C -5.290500 0.889575 0.653536 -0.004 -0.052 0.036
C -6.594683 0.969019 1.117644 0.033 0.007 -0.001
C -7.654102 0.721990 0.255278 0.002 -0.010 -0.018
C -7.407005 0.404651 -1.072652 -0.005 0.003 0.010
C -6.101595 0.328713 -1.536111 0.017 0.045 -0.030
C -3.397199 -1.846702 -2.760738 -0.086 -0.032 -0.037
C -2.470907 -1.267055 -3.784069 0.012 0.004 0.038
C -1.234872 -1.871296 -4.017270 -0.041 0.015 -0.024
C -0.351348 -1.334810 -4.940911 -0.002 -0.024 0.002
C -0.692702 -0.181216 -5.638191 0.028 0.005 -0.008
C -1.925274 0.414726 -5.425437 -0.009 0.026 0.022
C -2.813668 -0.129707 -4.507209 0.018 0.016 0.047
H -3.465778 0.830572 -2.169293 0.042 0.002 -0.032
H -2.922259 0.993306 -0.507155 0.002 0.050 0.063
H -4.460443 1.091360 1.323198 -0.012 0.001 0.000
H -6.787155 1.231180 2.149797 0.006 -0.002 -0.013
H -8.672278 0.787070 0.615031 0.013 0.001 -0.003
H -8.231297 0.227084 -1.750361 0.010 0.003 0.003
H -5.920199 0.114695 -2.584189 -0.008 0.008 0.018
H -4.448000 -1.605641 -2.932039 0.021 -0.008 -0.021
H -3.314674 -2.932384 -2.696549 0.016 0.011 -0.005
H -0.990739 -2.793606 -3.499507 0.005 -0.004 -0.002
H 0.591907 -1.828488 -5.144302 -0.015 0.000 0.000
H -0.007456 0.236171 -6.364444 -0.015 -0.008 0.012
H -2.201492 1.302612 -5.977420 -0.004 -0.007 0.006
H -3.784570 0.331723 -4.365814 0.018 -0.001 -0.018
```
Positions in Å, forces in eV/Å.

largest force on an atom: 0.0101 hartree/bohr
charge: +2
energy above the lowest of the compared OMol25 structures with the same formula, charge and spin: 0.0000 eV
multiplicity: 3
Kohn-Sham gap (spin up / spin down): 7.01 / 6.99 eV

Results of the Mulliken charge analysis, in e, for atoms 1 through 8: atom 1 (Ni): 1.43, atom 2 (O): -0.51, atom 3 (C): 0.12, atom 4 (C): -0.56, atom 5 (C): -0.48, atom 6 (C): -0.87, atom 7 (C): -0.50, atom 8 (C): -0.20